No. 1
A cluster of 2 separate species, CHClO4S in total in a non-equilibrium geometry, computed with ωB97M-V/def2-TZVPD.

Geometry (Å):
C  -1.44  -0.60  1.57
O  -1.84  -1.67  1.81
O  0.45  1.39  -0.95
O  -0.17  -0.92  -1.20
O  -1.09  0.46  1.24
S  0.84  -0.16  -0.60
Cl  2.57  -0.33  -1.73
H  0.67  1.83  -0.14

F_max ... 0.10795 Eh/bohr
Expectation value of S² ... 2.01
Molar mass ... 144.54 g/mol
Charge ... 0
E_HOMO (spin up / spin down) ... -6.07 / -11.35 eV
Multiplicity ... 3
E_LUMO (spin up / spin down) ... 0.010 / -0.146 hartree

Here are the Löwdin charges for atoms 1 to 6, given in e: number 1, C, carries -0.422; number 2, O, carries 0.210; number 3, O, carries -0.284; number 4, O, carries -0.374; number 5, O, carries 0.146; number 6, S, carries 0.510

=====

No. 2
The molecule C4H7NO, computed with ωB97M-V/def2-TZVPD.

Geometry (Å):
N  2.04  0.48  0.62
C  0.97  -0.08  0.31
C  0.26  -1.34  0.70
C  -0.87  -0.87  -0.22
C  -1.06  1.57  -0.77
O  -0.07  0.28  -0.62
H  2.20  1.36  0.13
H  0.77  -2.25  0.39
H  0.01  -1.38  1.76
H  -1.78  -0.51  0.27
H  -1.12  -1.44  -1.11
H  -0.78  2.11  0.15
H  -0.56  2.07  -1.61

F_max ... 0.01322 Eh/bohr
Molar mass ... 85.11 g/mol
Charge ... 0
E_HOMO ... -7.56 eV
E_LUMO ... 0.029 hartree

Here are the Löwdin charges for atoms 1 to 6, given in e: number 1, N, carries 0.207; number 2, C, carries -0.363; number 3, C, carries -0.041; number 4, C, carries -0.111; number 5, C, carries 0.004; number 6, O, carries -0.230

=====

Which of these has the lowest molar mass? C4H7NO

=====

What did the first record say?
A cluster of 2 separate species, CHClO4S in total in a non-equilibrium geometry, computed with ωB97M-V/def2-TZVPD.

Geometry (Å):
C  -1.44  -0.60  1.57
O  -1.84  -1.67  1.81
O  0.45  1.39  -0.95
O  -0.17  -0.92  -1.20
O  -1.09  0.46  1.24
S  0.84  -0.16  -0.60
Cl  2.57  -0.33  -1.73
H  0.67  1.83  -0.14

F_max ... 0.10795 Eh/bohr
Expectation value of S² ... 2.01
Molar mass ... 144.54 g/mol
Charge ... 0
E_HOMO (spin up / spin down) ... -6.07 / -11.35 eV
Multiplicity ... 3
E_LUMO (spin up / spin down) ... 0.010 / -0.146 hartree

Here are the Löwdin charges for atoms 1 to 6, given in e: number 1, C, carries -0.422; number 2, O, carries 0.210; number 3, O, carries -0.284; number 4, O, carries -0.374; number 5, O, carries 0.146; number 6, S, carries 0.510

=====

What is the molar mass in the second record? 85.11 g/mol

=====

Look up the molar mass of the first one. 144.54 g/mol